ORCA calculation (ωB97M-V with the def2-TZVPD basis set) on a molecular structure, C54H42BCdF4P3Si.

The HOMO-LUMO gap comes out at 7.0 eV. The total energy comes out at -108540.8113 eV. As for the charge: 0. The value obtained for the largest force on an atom is 2.89 eV Å⁻¹.

The geometry in XYZ format:
```
106
Properties=species:S:1:pos:R:3:mulliken_charge:R:1
Cd 1.26 0.42 0.59 1.902
C -3.91 4.31 3.15 -0.760
C -2.99 4.93 2.28 -0.519
C -2.18 4.21 1.42 -0.741
C -2.32 2.83 1.32 0.116
C -3.22 2.21 2.17 -0.220
C -4.04 2.92 3.08 -0.911
P -1.25 1.83 0.21 0.321
C -0.69 2.99 -1.00 0.851
C 0.32 3.91 -0.68 -0.638
C 0.66 4.84 -1.64 -0.565
C 0.11 4.80 -2.92 -0.835
C -0.83 3.83 -3.23 -0.336
C -1.22 2.89 -2.29 -0.743
C -2.50 0.63 -0.46 0.118
C -3.82 1.06 -0.64 0.011
C -4.84 0.11 -0.88 -1.072
C -4.50 -1.23 -1.09 -1.176
C -3.13 -1.60 -1.02 -0.648
C -2.16 -0.71 -0.55 0.150
Si -0.49 -1.30 0.11 2.157
C 0.13 -2.53 -1.16 1.015
C 0.26 -3.89 -0.79 -0.866
C 0.38 -4.88 -1.78 -0.806
C 0.43 -4.49 -3.13 -0.957
C 0.58 -3.14 -3.47 0.010
C 0.40 -2.16 -2.51 -1.042
P 0.56 -0.45 -3.06 1.164
C -0.51 -0.46 -4.53 0.427
C -1.86 -0.12 -4.38 -0.105
C -2.66 0.10 -5.51 -0.927
C -2.14 -0.06 -6.79 -0.768
C -0.84 -0.56 -6.93 -0.719
C -0.07 -0.77 -5.81 -0.154
C 2.20 -0.29 -3.71 0.453
C 2.46 0.81 -4.55 -0.755
C 3.77 1.08 -4.90 -0.580
C 4.79 0.17 -4.59 -0.498
C 4.52 -0.94 -3.81 -0.623
C 3.25 -1.14 -3.29 -0.727
C -0.90 -2.22 1.72 0.109
C -1.86 -3.23 1.72 0.078
C -2.14 -3.93 2.89 -0.876
C -1.37 -3.74 4.04 -1.084
C -0.39 -2.77 4.03 -0.065
C -0.15 -2.00 2.88 -0.464
P 1.00 -0.61 3.13 0.841
C 0.29 0.16 4.62 0.003
C -1.03 0.60 4.52 -0.109
C -1.65 1.28 5.59 -0.520
C -0.98 1.39 6.82 -0.632
C 0.32 0.91 6.94 -0.600
C 0.98 0.35 5.83 -0.063
C 2.63 -1.22 3.55 0.674
C 3.62 -0.26 3.87 -0.480
C 4.94 -0.62 4.02 -0.783
C 5.32 -1.95 3.76 -0.620
C 4.34 -2.88 3.43 -0.665
C 2.98 -2.55 3.35 -0.688
H -4.48 4.90 3.84 0.414
H -2.95 6.03 2.30 0.373
H -1.45 4.71 0.77 0.358
H -3.37 1.11 2.10 0.342
H -4.71 2.40 3.69 0.613
H 0.79 3.87 0.29 0.650
H 1.40 5.62 -1.36 0.372
H 0.36 5.60 -3.61 0.432
H -1.27 3.77 -4.22 0.453
H -1.90 2.07 -2.49 0.088
H -4.02 2.10 -0.46 0.658
H -5.84 0.50 -0.97 0.429
H -5.23 -1.96 -1.34 0.538
H -2.84 -2.59 -1.33 0.724
H 0.14 -4.19 0.27 0.419
H 0.44 -5.92 -1.49 0.415
H 0.37 -5.24 -3.92 0.360
H 0.85 -2.85 -4.49 0.344
H -2.30 0.08 -3.38 0.106
H -3.68 0.40 -5.33 0.471
H -2.71 0.19 -7.66 0.430
H -0.41 -0.82 -7.90 0.413
H 0.99 -1.09 -5.95 0.230
H 1.64 1.44 -4.85 0.422
H 4.01 2.00 -5.45 0.357
H 5.80 0.37 -4.95 0.343
H 5.29 -1.63 -3.49 0.395
H 3.02 -1.89 -2.52 0.408
H -2.44 -3.41 0.80 0.322
H -2.91 -4.66 2.84 0.477
H -1.48 -4.34 4.93 0.418
H 0.20 -2.55 4.89 0.599
H -1.57 0.34 3.62 0.074
H -2.66 1.71 5.45 0.397
H -1.48 1.87 7.66 0.391
H 0.83 0.93 7.91 0.372
H 2.06 0.05 5.89 0.290
H 3.28 0.76 3.90 0.546
H 5.68 0.15 4.23 0.353
H 6.35 -2.24 3.79 0.418
H 4.61 -3.89 3.23 0.435
H 2.17 -3.25 3.08 0.306
F 3.37 1.04 -0.89 -0.327
B 4.00 0.51 0.31 0.459
F 3.62 -0.85 0.49 -0.342
F 5.34 0.69 0.41 -0.260
F 3.25 1.26 1.40 -0.546
```